[1]
A 4-piece molecular cluster, C9H25NO4 overall at a distorted geometry, computed with ωB97M-V/def2-TZVPD.

Structure (XYZ):
```
39
Properties=species:S:1:pos:R:3:forces:R:3:lowdin_charge:R:1
C -2.69528 0.94774 -2.73404 1.127 -0.726 1.111 -0.031
C -1.37045 0.95316 -1.93693 1.339 -0.564 0.210 -0.474
C -0.24799 1.01529 -2.98518 -0.498 0.603 0.226 -0.038
C -1.38703 2.22910 -1.02696 0.871 -0.063 -0.727 -0.153
C -0.20614 2.40494 -0.06580 -1.151 -3.172 -0.575 -0.138
C -0.22846 1.02981 0.77244 0.827 1.979 0.355 -0.112
C -0.24692 -0.34206 0.05644 -0.496 0.805 -0.326 -0.507
C 1.24759 -0.60323 -0.24655 -0.034 -1.287 0.194 -0.026
C -0.95450 -1.38530 0.99888 1.724 0.888 -0.063 -0.004
N -1.13692 -0.27813 -1.06578 -2.141 1.875 -0.947 -0.129
O -1.19391 -1.50367 -1.76821 0.390 0.380 -0.425 -0.016
H -3.49364 1.09054 -2.00581 -0.407 -0.032 -0.519 0.083
H -2.59106 1.74042 -3.47492 -0.499 0.061 0.178 0.084
H -2.73910 -0.00571 -3.26045 -0.451 0.029 -0.060 0.076
H -0.26946 0.17517 -3.67932 0.229 -0.387 0.488 0.084
H -0.46889 1.85937 -3.63851 0.501 0.416 0.116 0.077
H 0.68610 1.12786 -2.43481 0.279 -0.071 -0.607 0.072
H -1.27915 3.08829 -1.68896 -0.857 0.077 -0.349 0.115
H -2.32713 2.23767 -0.47537 -0.054 0.193 -0.037 0.115
H 0.70656 2.46392 -0.65875 0.158 0.171 0.174 0.094
H -0.35931 3.32180 0.50343 0.249 -0.354 0.376 0.109
H -1.02695 1.13714 1.50660 0.003 -0.207 0.066 0.115
H 0.74898 1.05520 1.25417 -0.296 -0.191 0.864 0.098
H 1.62541 -1.10429 0.64468 0.293 -0.182 -0.057 0.046
H 1.90434 0.25834 -0.36692 -0.451 0.303 -0.200 0.081
H 1.41936 -1.28292 -1.08118 -0.171 -0.051 -0.055 0.085
H -0.96709 -2.40478 0.61340 -0.093 0.217 -0.233 0.081
H -1.95158 -0.97957 1.17008 0.091 -0.331 0.185 0.090
H -0.34779 -1.39232 1.90439 -0.400 -0.149 0.466 0.059
H -2.13799 -1.66651 -1.82998 -0.111 -0.260 0.086 0.097
O 4.23966 -1.44815 1.72611 0.146 0.128 -0.007 -0.036
H 4.92127 -1.03155 1.19878 0.208 0.178 -0.113 0.052
H 4.10044 -2.29876 1.30979 -0.095 -0.300 -0.032 0.054
O 2.17714 -1.04849 3.42851 -0.571 0.087 0.421 -0.050
H 1.84063 -1.03589 2.53250 0.079 0.119 -0.244 -0.005
H 3.12018 -0.91547 3.33259 0.268 -0.098 -0.133 0.024
O 0.07220 -2.36835 4.79402 -0.561 -0.172 0.273 -0.064
H 0.13242 -3.22446 4.37013 0.004 -0.186 -0.041 0.025
H 0.68433 -1.81614 4.30761 0.549 0.271 -0.037 -0.033
```
Forces are in eV/Å.

Computed properties:
- energy relative to the best compared isomer or geometry (same formula, charge and spin) (kcal/mol) = 24.2
- HOMO-LUMO gap (eV) = 8.27
- HOMO level (eV) = -8.0

***

[2]
A 11-piece molecular cluster, H22O11 overall at a distorted geometry, computed with ωB97M-V/def2-TZVPD.

Structure (XYZ):
```
33
Properties=species:S:1:pos:R:3:forces:R:3:lowdin_charge:R:1
O 0.40356 -0.16344 -0.34510 -3.486 2.384 0.861 -0.065
H -0.07023 0.53961 -0.80361 0.145 0.219 -0.108 0.047
H 0.42544 0.12865 0.57315 -0.055 0.112 0.000 0.065
O -0.95874 -4.98755 -1.14331 -2.088 -0.339 -0.122 -0.071
H -1.13383 -4.06820 -1.37381 -0.398 -0.255 0.014 0.035
H -1.02430 -5.00483 -0.18185 0.072 -0.050 -0.139 0.050
O -4.07988 0.97577 1.65727 -0.345 -0.272 0.221 -0.073
H -4.52406 1.73633 1.26582 0.123 -0.214 0.000 0.033
H -3.27195 1.34364 2.03266 -0.263 0.166 -0.009 -0.014
O 1.13798 -4.30581 -1.00590 1.852 0.710 0.409 -0.074
H 2.01615 -3.97685 -0.78319 0.211 -0.011 -0.127 0.032
H 0.65621 -3.51864 -1.28386 0.298 -0.147 -0.108 0.029
O -0.67556 2.92267 -3.00798 -0.201 0.056 0.133 -0.053
H -1.40464 3.05028 -3.62535 0.057 -0.050 -0.004 0.037
H -0.78419 3.63385 -2.36657 0.097 -0.062 -0.124 0.023
O 3.02219 -1.48467 4.39814 -0.075 0.196 -0.110 -0.059
H 2.77679 -0.69367 4.89117 0.035 -0.108 0.031 0.034
H 3.03859 -1.19286 3.47968 0.050 -0.084 0.071 0.025
O 2.65784 0.44876 -1.93033 0.960 0.978 -0.903 -0.072
H 2.92543 -0.30057 -2.47429 -0.112 0.247 -0.006 0.033
H 2.76642 0.13285 -1.02622 -0.306 0.391 -0.316 0.002
O 1.45173 3.14811 0.06388 -0.318 -0.034 0.142 -0.043
H 0.75272 3.81171 0.06038 0.182 0.049 -0.006 0.025
H 1.38719 2.74411 0.93658 0.116 0.062 -0.029 0.032
O -2.65897 0.04024 -0.60425 0.144 0.217 -0.309 -0.061
H -2.09416 0.27277 0.14134 -0.262 -0.218 -0.015 0.003
H -2.08008 0.11985 -1.37076 -0.067 -0.141 -0.021 0.024
O 1.96807 -1.31070 -0.59100 2.807 -3.649 0.381 -0.145
H 1.47373 -1.91535 -0.02619 -0.004 0.005 0.057 0.064
H 2.76508 -1.80210 -0.81969 0.399 -0.534 0.091 0.068
O -2.27313 2.92766 2.01394 0.504 0.500 -0.089 -0.043
H -2.78291 3.74329 2.07619 -0.023 -0.054 0.136 0.066
H -1.80849 3.00512 1.17305 -0.051 -0.072 -0.003 0.045
```
Forces are in eV/Å.

Computed properties:
- energy relative to the best compared isomer or geometry (same formula, charge and spin) (kcal/mol) = 129.1
- HOMO-LUMO gap (eV) = 9.77
- HOMO level (eV) = -10.4

***

[3]
C5H2O6V as an isolated structure at a distorted geometry, computed with ωB97M-V/def2-TZVPD.

Structure (XYZ):
```
14
Properties=species:S:1:pos:R:3:forces:R:3:lowdin_charge:R:1
O -0.06582 0.03629 -3.94699 0.013 -0.006 5.290 0.217
C -0.06602 0.03679 -2.79137 -0.055 0.030 -4.646 0.106
V -0.08736 0.04941 -0.45560 0.543 -0.308 1.135 0.423
O -1.65717 -2.64540 0.09514 2.543 4.288 -0.130 0.272
C -1.07394 -1.65398 -0.01461 -3.779 -6.223 -0.208 -0.004
C 0.93491 1.73308 -0.01549 3.636 6.275 -0.224 -0.004
O 1.52506 2.72033 0.09337 -2.534 -4.273 -0.124 0.272
C -1.76072 1.04276 -0.01244 -6.756 4.005 -0.008 -0.003
O -2.75285 1.63154 0.09115 4.571 -2.712 -0.132 0.270
C 1.63003 -0.96803 -0.02721 5.810 -3.445 -0.223 -0.005
O 2.61615 -1.55281 0.09649 -4.074 2.417 -0.187 0.268
O -0.03341 0.01565 2.16650 -0.718 0.385 -2.179 0.011
H 0.00673 -0.92426 2.35899 0.447 -0.121 0.816 0.088
H 0.78441 0.47863 2.36210 0.354 -0.311 0.819 0.088
```
Forces are in eV/Å.

Computed properties:
- spin multiplicity = 4
- expectation value of S² = 3.765
- HOMO-LUMO gap (alpha / beta) (eV) = 9.29 / 10.20
- HOMO level (alpha / beta) (eV) = -20.0 / -21.9
- total charge = +2

***

[4]
A 2-piece molecular cluster, C3H10OS overall at a distorted geometry, computed with ωB97M-V/def2-TZVPD.

Structure (XYZ):
```
15
Properties=species:S:1:pos:R:3:forces:R:3:lowdin_charge:R:1
C -0.83085 -2.50110 -0.78618 -0.782 -0.005 -0.270 -0.187
C -2.22911 -2.82262 -0.24180 0.477 0.653 -0.596 -0.627
S -3.16409 -1.27536 -0.04342 0.088 0.106 0.153 0.669
H -0.25274 -1.87610 -0.11413 0.086 0.001 0.149 0.064
H -0.96722 -1.96567 -1.72909 0.291 -0.051 -0.001 0.064
H -0.31500 -3.44129 -0.97555 0.182 0.096 -0.004 0.070
H -2.75433 -3.40132 -0.98508 -0.135 -0.427 -0.035 0.055
H -2.13907 -3.35097 0.68297 -0.192 -0.342 0.591 0.053
H -4.34140 -1.82436 0.27746 -0.014 -0.030 0.014 -0.160
C 4.81155 3.91710 0.01051 -0.340 -0.579 -0.062 -0.163
O 4.09009 3.49988 1.17066 -0.137 0.344 -0.244 -0.128
H 5.60198 4.61422 0.26250 0.050 0.357 -0.019 0.070
H 5.27192 3.03975 -0.43513 0.099 -0.170 0.109 0.073
H 4.13133 4.30652 -0.75053 0.139 0.284 0.055 0.077
H 3.36975 4.13280 1.28432 0.189 -0.237 0.160 0.072
```
Forces are in eV/Å.

Computed properties:
- energy relative to the best compared isomer or geometry (same formula, charge and spin) (kcal/mol) = 15.7
- HOMO-LUMO gap (eV) = 10.01
- HOMO level (eV) = -9.0

***

[5]
An isolated ion of composition CH6N2O3P and charge -1 at a distorted geometry, computed with ωB97M-V/def2-TZVPD.

Structure (XYZ):
```
13
Properties=species:S:1:pos:R:3:forces:R:3:lowdin_charge:R:1
N 0.98899 -0.94253 -0.20995 -1.244 -0.165 3.213 0.005
C -0.33829 -0.38112 -0.57647 1.585 0.533 0.587 -0.547
N -0.32905 1.05386 -0.87538 2.578 1.830 1.953 -0.030
P -1.63615 -0.64093 0.60800 -0.923 1.910 2.373 0.247
O -2.74695 0.37096 0.41181 1.122 -0.855 -0.190 -0.384
O -1.85909 -2.06387 0.79669 -0.535 -2.235 0.069 -0.351
O -0.80420 -0.08383 1.99831 -1.610 1.228 -0.892 -0.219
H 1.22782 -0.76240 0.84090 -0.611 -0.211 -2.709 0.086
H 1.64971 -0.44594 -0.73223 1.329 0.892 -0.911 0.014
H -0.59473 -0.90163 -1.45612 -0.520 -0.523 -1.308 0.090
H -1.28058 1.30006 -0.77127 -1.660 0.509 -0.421 -0.007
H 0.01782 1.59705 0.03117 -0.479 -1.722 -2.186 0.113
H -0.05869 -0.61477 2.17827 0.968 -1.191 0.422 -0.018
```
Forces are in eV/Å.

Computed properties:
- energy relative to the best compared isomer or geometry (same formula, charge and spin) (kcal/mol) = 0.0
- HOMO-LUMO gap (eV) = 8.91
- HOMO level (eV) = -4.9
- total charge = -1

***

[6]
The molecule C4H3NO at a distorted geometry, computed with ωB97M-V/def2-TZVPD.

Structure (XYZ):
```
9
Properties=species:S:1:pos:R:3:forces:R:3:lowdin_charge:R:1
C 0.21498 -0.24842 0.38750 -0.014 0.073 -0.047 0.035
C -0.87469 0.60865 -1.70725 -0.200 0.663 -0.211 -0.336
C -0.37625 -0.48687 -0.91609 2.407 0.343 5.208 -0.026
C 1.27687 0.25406 2.72833 -1.861 0.051 -3.873 0.098
N 0.73759 -0.06446 1.53019 -0.351 -0.449 -0.866 -0.039
O -1.38933 0.46656 -2.79160 0.070 -0.043 0.102 0.042
H -0.75914 1.60528 -1.24377 -0.022 0.042 -0.070 0.122
H -0.44252 -1.50647 -1.25579 0.013 -0.142 -0.023 0.097
H 1.61248 -0.62834 3.26848 -0.041 -0.537 -0.219 0.006
```
Forces are in eV/Å.

Computed properties:
- energy relative to the best compared isomer or geometry (same formula, charge and spin) (kcal/mol) = 86.7
- HOMO-LUMO gap (eV) = 7.93
- HOMO level (eV) = -9.5

***

no.,energy (Ha),molecular weight (g/mol)
1,-713.54426,211.30
2,-840.67447,198.16
3,-1586.47586,209.01
4,-593.69204,94.18
5,-718.43256,125.04
6,-284.03495,81.07